1.
Here is 2 unconnected molecules or ions with the total composition C6H10F2S from the OMol25 dataset. Energies are from the ωB97M-V functional and the def2-TZVPD basis.

E_tot in a.u.: -832.44833
Kohn-Sham gap in eV: 8.787
HOMO in Ha: -0.3034
Spin multiplicity: 1
Net charge: 0
SMILES: C=C(C)/C=C(\F)SC.F
Energy above the lowest of the compared OMol25 structures with the same formula, charge and spin in eV: 1.184

Positions of all 19 atoms, in Å:
C  -1.5534  0.4541  -0.1592
H  -0.2601  1.6306  0.9428
H  3.7282  -1.3649  0.1828
H  -2.8144  -0.9858  -1.2171
C  -0.2063  0.8329  0.2154
H  -3.4488  1.2186  0.2335
H  3.6567  -0.4697  -1.1556
H  4.6899  -0.0348  0.2543
F  1.0290  -0.7456  -1.0262
C  0.9766  0.3094  -0.1849
C  3.7781  -0.3311  -0.1649
F  -0.7143  -2.2591  0.9629
C  -2.5762  1.1420  0.7174
H  -1.1475  -0.9226  -1.7688
H  -2.5092  0.7699  1.6773
S  2.5721  0.8966  0.4343
H  -2.3040  2.1524  0.7519
H  -1.1122  -1.7399  0.3502
C  -1.7842  -0.5529  -1.0462

The molecule's Löwdin atomic charges, reported in e, are given here: atom 1 (C): -0.3284, atom 2 (H): 0.1058, atom 3 (H): 0.0564, atom 4 (H): 0.0962, atom 5 (C): -0.1067, atom 6 (H): 0.0453, atom 7 (H): -0.0100, atom 8 (H): 0.0147, atom 9 (F): 0.0207, atom 10 (C): -0.5442, atom 11 (C): -0.3708, atom 12 (F): -0.0467, atom 13 (C): -0.0237, atom 14 (H): 0.0368, atom 15 (H): 0.0780, atom 16 (S): 0.9150, atom 17 (H): 0.0694, atom 18 (H): -0.0316, atom 19 (C): 0.0237

=====

2.
Here is a molecular structure, C6H10F6HgNO9S4 from the OMol25 dataset. Energies are from the ωB97M-V functional and the def2-TZVPD basis.

E_tot in a.u.: -3311.92420
Kohn-Sham gap (spin up / spin down) in eV: 6.858 / 7.833
HOMO (spin up / spin down) in Ha: -0.0682 / -0.1042
Spin multiplicity: 2
Net charge: -2
⟨S²⟩: 0.759

Positions of all 37 atoms, in Å:
O  1.5432  -3.0909  4.1328
C  0.7821  0.8336  -1.1269
S  -2.7939  1.4035  1.3911
H  -1.1044  1.1802  -2.9520
F  0.1948  -5.2626  1.0661
F  -0.7683  -2.8288  5.9785
F  2.3553  -5.0412  1.0907
O  -4.3333  -0.1210  -0.5047
O  2.1876  -1.9705  0.7174
O  -0.5179  0.2790  -1.1889
H  1.8213  2.5942  -0.4503
H  0.0535  2.7196  -0.3833
C  -0.8815  -2.3976  4.7042
C  2.1126  1.3068  1.6767
H  -2.3945  0.5085  -1.8917
O  -3.7222  -1.2607  1.5729
N  0.4585  -1.3916  2.5921
Hg  -1.3999  -0.6314  1.3613
F  -1.3914  -3.4011  3.9800
S  0.9700  -2.5724  1.2613
C  -1.4501  1.0476  -1.9160
H  1.1015  1.1360  -2.1389
O  0.8650  1.7459  1.1671
H  1.9853  1.1512  2.7450
C  0.8960  2.0476  -0.2081
H  2.8827  2.0746  1.5033
F  -1.7578  -1.3870  4.6900
O  -5.5449  0.3594  1.5699
C  1.2150  -4.5199  0.5947
S  -4.2910  -0.0269  0.9487
O  -0.2308  -2.3580  0.3720
F  1.2548  -4.6951  -0.7433
H  2.4282  0.3608  1.2358
H  -1.6276  2.0270  -1.4633
O  1.1148  -0.7852  4.9203
H  1.4337  0.0273  -0.7819
S  0.7590  -1.8820  4.0534

The molecule's Löwdin atomic charges, reported in e, are given here: atom 1 (O): -0.3276, atom 2 (C): -0.1971, atom 3 (S): 0.2113, atom 4 (H): 0.0821, atom 5 (F): 0.0740, atom 6 (F): 0.0967, atom 7 (F): 0.0688, atom 8 (O): -0.4471, atom 9 (O): -0.4170, atom 10 (O): -0.2545, atom 11 (H): 0.1153, atom 12 (H): 0.1107, atom 13 (C): -0.6829, atom 14 (C): -0.1119, atom 15 (H): 0.0705, atom 16 (O): -0.5402, atom 17 (N): -0.4202, atom 18 (Hg): 0.9940, atom 19 (F): 0.1168, atom 20 (S): 0.6903, atom 21 (C): -0.1332, atom 22 (H): 0.1185, atom 23 (O): -0.2173, atom 24 (H): 0.0805, atom 25 (C): -0.2202, atom 26 (H): 0.0795, atom 27 (F): 0.1109, atom 28 (O): -0.4307, atom 29 (C): -0.6279, atom 30 (S): 0.0481, atom 31 (O): -0.5117, atom 32 (F): 0.0755, atom 33 (H): 0.0600, atom 34 (H): 0.0610, atom 35 (O): -0.3225, atom 36 (H): 0.1102, atom 37 (S): 0.4868

=====

3.
Here is a single C6H10FIO molecule from the OMol25 dataset. Energies are from the ωB97M-V functional and the def2-TZVPD basis.

E_tot in a.u.: -707.24597
Kohn-Sham gap (spin up / spin down) in eV: 6.891 / 7.817
HOMO (spin up / spin down) in Ha: -0.2499 / -0.2678
Spin multiplicity: 1
Net charge: 0
Energy above the lowest of the compared OMol25 structures with the same formula, charge and spin in eV: 3.383

Positions of all 19 atoms, in Å:
C  -0.9925  -0.9371  -0.4518
H  -0.5732  -3.2488  -2.0161
H  1.1179  2.9718  -0.1086
H  1.0452  -1.5528  -0.2115
C  0.2735  -2.7645  -1.6763
F  1.4174  -0.0985  1.1998
H  0.0470  -2.6438  0.5761
C  0.1040  2.0129  1.5434
H  -0.7019  3.1375  -0.3740
H  -0.9353  1.9237  1.9402
C  0.1531  3.1164  0.3971
H  0.4763  -2.0739  -2.5473
H  0.0763  4.1566  0.6323
O  -0.6773  0.1039  0.4258
C  0.3216  0.6464  0.9805
H  0.7855  2.0985  2.3194
H  1.0451  -3.5956  -1.7433
C  0.0933  -1.9734  -0.3712
I  -3.0757  -1.2792  -0.5144

The molecule's Löwdin atomic charges, reported in e, are given here: atom 1 (C): -0.7063, atom 2 (H): 0.0164, atom 3 (H): 0.0729, atom 4 (H): 0.0689, atom 5 (C): -0.1245, atom 6 (F): 0.0968, atom 7 (H): 0.1424, atom 8 (C): -0.1146, atom 9 (H): 0.1033, atom 10 (H): 0.1322, atom 11 (C): -0.0702, atom 12 (H): 0.0927, atom 13 (H): 0.0434, atom 14 (O): -0.0744, atom 15 (C): -0.3528, atom 16 (H): 0.0866, atom 17 (H): 0.0923, atom 18 (C): -0.3095, atom 19 (I): 0.8044

=====

4.
Here is a molecular structure, C6H10FN from the OMol25 dataset. Energies are from the ωB97M-V functional and the def2-TZVPD basis.

E_tot in a.u.: -389.11300
Kohn-Sham gap in eV: 9.463
HOMO in Ha: -0.3097
Spin multiplicity: 1
Net charge: 0
Energy above the lowest of the compared OMol25 structures with the same formula, charge and spin in eV: 2.765

Positions of all 18 atoms, in Å:
H  -0.2995  -0.5694  1.8249
H  -0.4216  2.9668  1.6966
H  -1.7226  -0.9093  0.6629
C  -0.7585  1.9821  0.0176
H  -1.8756  1.8798  0.4116
F  -0.7031  2.4843  -1.2350
C  0.0733  0.1911  -0.1128
N  0.0960  2.5871  0.9522
C  -0.5460  -0.8385  0.8087
H  0.9027  0.4611  -1.9586
C  0.0369  -2.1068  0.2057
H  -0.7076  -2.9079  -0.2797
C  1.0330  -1.6810  -0.8852
H  0.9530  -2.1676  -1.9010
H  0.7834  3.2244  0.5005
H  2.0127  -1.6296  -0.5966
C  0.6895  -0.2468  -1.1769
H  0.4539  -2.7197  1.0652

The molecule's Löwdin atomic charges, reported in e, are given here: atom 1 (H): 0.0937, atom 2 (H): 0.0499, atom 3 (H): 0.1448, atom 4 (C): -0.3227, atom 5 (H): 0.1605, atom 6 (F): -0.0064, atom 7 (C): -0.1218, atom 8 (N): 0.0397, atom 9 (C): -0.1974, atom 10 (H): 0.1045, atom 11 (C): -0.2085, atom 12 (H): 0.1427, atom 13 (C): -0.1990, atom 14 (H): 0.1237, atom 15 (H): 0.1108, atom 16 (H): 0.0693, atom 17 (C): -0.0951, atom 18 (H): 0.1114

=====

5.
Here is a molecular structure, C6H10FN from the OMol25 dataset. Energies are from the ωB97M-V functional and the def2-TZVPD basis.

E_tot in a.u.: -389.02748
Kohn-Sham gap in eV: 10.334
HOMO in Ha: -0.3560
Spin multiplicity: 1
Net charge: 0
Energy above the lowest of the compared OMol25 structures with the same formula, charge and spin in eV: 5.093

Positions of all 18 atoms, in Å:
H  0.9174  -1.9792  0.9517
H  -0.1148  -0.4367  -1.9498
H  2.6891  -0.0532  -0.4899
H  -2.8457  0.3894  0.8227
N  0.9093  -0.6681  1.2059
H  -0.3309  1.3126  1.4080
H  1.7636  1.3080  -1.3553
C  -1.5244  -0.8595  -0.4940
C  1.7455  0.6986  -0.4586
H  -2.2005  -1.7574  -0.6055
C  0.5204  0.0981  -0.0139
C  -0.1843  -0.6976  -1.0150
C  -1.7760  0.1358  0.3366
F  -0.7532  2.2016  -0.1825
H  2.0274  1.5800  0.2792
C  -0.6727  0.9695  0.4489
H  0.1551  -1.7766  -0.8220
H  -0.3256  -0.4652  1.9334

The molecule's Löwdin atomic charges, reported in e, are given here: atom 1 (H): 0.1998, atom 2 (H): 0.0794, atom 3 (H): 0.1394, atom 4 (H): 0.1713, atom 5 (N): 0.0151, atom 6 (H): 0.1343, atom 7 (H): 0.0715, atom 8 (C): -0.0705, atom 9 (C): -0.0736, atom 10 (H): 0.1403, atom 11 (C): -0.6648, atom 12 (C): -0.1599, atom 13 (C): -0.1013, atom 14 (F): 0.0109, atom 15 (H): 0.1237, atom 16 (C): -0.3810, atom 17 (H): 0.1344, atom 18 (H): 0.2312

=====

6.
Here is a single C6H10FP molecule from the OMol25 dataset. Energies are from the ωB97M-V functional and the def2-TZVPD basis.

E_tot in a.u.: -675.74778
Kohn-Sham gap in eV: 9.200
HOMO in Ha: -0.3032
Spin multiplicity: 1
Net charge: 0
Energy above the lowest of the compared OMol25 structures with the same formula, charge and spin in eV: 2.018

Positions of all 18 atoms, in Å:
H  -0.5945  2.2957  -0.5424
F  -0.9715  0.6477  2.4579
H  2.0714  1.4602  0.7857
H  -0.7875  -0.7648  -2.2906
H  2.0354  0.1643  2.0666
C  -1.4716  -0.5534  -1.4872
H  -2.0097  1.7445  0.2806
C  -0.6341  0.1813  -0.4831
H  2.1822  -1.3538  0.2109
C  1.3808  0.8446  1.4110
H  -2.3092  0.1011  -1.7547
H  1.3869  -2.0286  -1.2529
H  -1.7616  -1.5058  -1.0470
C  1.2978  -1.6597  -0.3012
H  0.8072  -2.4359  0.2573
C  0.4534  -0.4389  -0.0685
C  -0.9708  1.5116  0.0687
P  -0.1045  1.7899  1.6887

The molecule's Löwdin atomic charges, reported in e, are given here: atom 1 (H): 0.0638, atom 2 (F): -0.3385, atom 3 (H): 0.0298, atom 4 (H): 0.0755, atom 5 (H): 0.0659, atom 6 (C): -0.0396, atom 7 (H): 0.0791, atom 8 (C): -0.3852, atom 9 (H): 0.0549, atom 10 (C): -0.2511, atom 11 (H): 0.0837, atom 12 (H): 0.0451, atom 13 (H): 0.0868, atom 14 (C): -0.0598, atom 15 (H): 0.0826, atom 16 (C): -0.0945, atom 17 (C): -0.3173, atom 18 (P): 0.8186